[1]
Density functional theory data (ωB97M-V/def2-TZVPD) for C44H52N7O2PRh as an isolated structure at a distorted geometry.

CARTESIAN COORDINATES (ANGSTROEM)
Rh -0.0769 0.7344 -0.0591
C -1.2867 -4.7002 3.9000
C -1.0677 -3.3974 4.3261
C -0.6538 -2.4446 3.4110
C -0.4572 -2.7572 2.0662
C -0.6601 -4.0726 1.6530
C -1.0752 -5.0274 2.5720
P 0.1712 -1.4390 0.9557
C 0.0450 -2.1424 -0.7559
C -1.3086 -2.7246 -0.9069
C -1.5740 -3.7827 -1.7234
C -0.5576 -4.5355 -2.3387
C 0.7446 -4.1976 -1.9838
C 1.0485 -3.1259 -1.1704
C 1.8760 -1.2678 1.5307
C 2.6172 -2.2710 2.0923
C 3.9110 -1.9996 2.5907
C 4.4009 -0.7257 2.5620
C 3.6441 0.3398 2.0059
C 4.1235 1.6739 1.9958
C 3.3608 2.6658 1.4540
C 2.1069 2.3770 0.8586
C 1.6126 1.0928 0.8296
C 2.3774 0.0574 1.4560
H -1.6135 -5.4556 4.6020
H -1.2188 -3.1202 5.3604
H -0.4775 -1.4410 3.7619
H -0.4928 -4.3588 0.6232
H -1.2335 -6.0420 2.2300
H -2.1146 -2.2700 -0.3514
H -2.6102 -4.0891 -1.8414
H -0.7773 -5.3681 -2.9892
H 1.5669 -4.8200 -2.3253
H 2.0676 -3.0194 -0.8298
H 2.2073 -3.2719 2.1678
H 4.4965 -2.8027 3.0195
H 5.3754 -0.5037 2.9806
H 5.0916 1.8885 2.4316
H 3.7196 3.6891 1.4552
H 1.5422 3.1766 0.3981
C -0.1366 3.8619 -3.3317
C -0.3973 2.9960 -2.1346
N 0.4948 2.2233 -1.6113
O 1.7756 2.3437 -2.1789
C -1.7293 3.0411 -1.5245
C -2.8835 3.7816 -2.1093
N -1.8177 2.4219 -0.3775
O -2.9483 2.5027 0.2511
H 0.9093 3.8598 -3.6225
H -0.4619 4.8836 -3.1303
H -0.7311 3.4851 -4.1667
H 2.2811 1.6499 -1.7329
H -2.7121 4.0540 -3.1486
H -3.1114 4.6885 -1.5409
H -3.7787 3.1605 -2.0367
C 0.2000 1.4818 3.5976
N -0.3068 1.9115 4.9060
C -1.5982 1.2559 5.1353
N -2.5768 1.5466 4.0937
C -2.0240 1.1045 2.8082
N -0.7439 1.7626 2.5194
C -0.9711 3.2139 2.4976
N -1.4989 3.7064 3.7753
C -0.5554 3.3521 4.8286
C -2.7546 2.9977 4.0300
H 0.4098 0.4132 3.6247
H 1.1381 2.0015 3.3922
H -1.9914 1.5936 6.0986
H -1.4457 0.1760 5.1813
H -2.7096 1.3482 1.9925
H -1.8666 0.0250 2.8414
H -1.6778 3.4338 1.6998
H -0.0148 3.7057 2.2973
H -0.9516 3.6913 5.7910
H 0.3935 3.8598 4.6382
H -3.4561 3.2290 3.2274
H -3.1672 3.3450 4.9835
C -3.0748 -0.3493 -1.7267
C -2.4969 -0.1839 -3.1343
C -3.1192 -1.2695 -4.0278
C -0.9982 -0.0804 -3.4913
C -0.8927 0.3974 -4.8005
C 0.3063 0.4851 -5.4662
C 1.4453 0.0764 -4.8100
C 1.4237 -0.3637 -3.4885
C 2.8495 -0.7370 -3.0522
C 3.2885 -0.7124 -1.6029
C 3.2480 -2.0818 -3.6781
C 0.1905 -0.4142 -2.7851
N 0.1249 -0.6833 -1.3779
H -3.9171 0.3316 -1.6041
H -2.3900 -0.1405 -0.9082
H -3.4352 -1.3627 -1.5846
H -2.8823 0.7755 -3.4979
H -2.7018 -2.2382 -3.7665
H -2.9319 -1.0955 -5.0866
H -4.1992 -1.3038 -3.8705
H -1.8031 0.6977 -5.3076
H 0.3510 0.8590 -6.4813
H 2.4009 0.1292 -5.3179
H 3.4643 0.0237 -3.5534
H 2.8141 -1.4837 -1.0125
H 3.0893 0.2182 -1.0802
H 4.3685 -0.8722 -1.5675
H 2.6763 -2.8905 -3.2298
H 4.3112 -2.2708 -3.5185
H 3.0559 -2.0902 -4.7503

Multiplicity: 1
Charge: -1
HOMO-LUMO gap (spin up / spin down) in eV: 5.52 / 5.52

Here are the Mulliken charges for atoms 1 to 5, given in e: Rh -1.80; C -0.80; C -0.91; C -0.14; C 0.74


[2]
Density functional theory data (ωB97M-V/def2-TZVPD) for C44H53GeHgN2O6PS as an isolated structure.

CARTESIAN COORDINATES (ANGSTROEM)
Hg -0.3628 0.1738 0.1783
C 2.1375 0.6822 -2.2694
C 2.5879 1.8897 -1.4445
C 4.1127 1.9064 -1.3104
C 2.1255 3.1675 -2.1432
O 1.9648 1.8679 -0.1736
Ge 2.5662 1.1312 1.4164
O 1.9904 -0.6288 0.8679
C 2.7429 -1.8145 0.9890
C 2.8086 -2.2444 2.4586
C 2.0300 -2.8953 0.1781
C 4.1680 -1.6430 0.4494
O 0.8362 1.5237 2.0618
C 0.4761 1.6341 3.4221
C 1.3999 2.6223 4.1422
C 0.5380 0.2702 4.1101
C -0.9566 2.1702 3.4551
H 2.5522 0.7141 -3.2788
H 2.4475 -0.2435 -1.7870
H 1.0491 0.6809 -2.3442
H 4.5790 1.9698 -2.2956
H 4.4290 2.7648 -0.7147
H 4.4691 1.0009 -0.8187
H 2.5097 3.2096 -3.1644
H 1.0365 3.1830 -2.1869
H 2.4692 4.0491 -1.5965
H 1.7986 -2.3211 2.8601
H 3.3099 -3.2092 2.5666
H 3.3555 -1.5000 3.0405
H 1.0288 -3.0530 0.5827
H 1.9410 -2.5677 -0.8569
H 2.5796 -3.8399 0.2077
H 4.6834 -0.8464 0.9875
H 4.7363 -2.5683 0.5705
H 4.1463 -1.3869 -0.6094
H 2.4094 2.2193 4.2297
H 1.4503 3.5534 3.5765
H 1.0191 2.8385 5.1433
H 1.5437 -0.1393 4.0207
H 0.2898 0.3570 5.1711
H -0.1587 -0.4196 3.6328
H -0.9924 3.1905 3.0728
H -1.5887 1.5442 2.8255
H -1.3505 2.1569 4.4751
N -0.7161 -1.9636 -1.7475
C -0.5463 -1.6549 -3.1093
C 0.5994 -2.0439 -3.7986
C 0.8134 -1.6178 -5.1020
C -0.1077 -0.8015 -5.7373
C -1.2606 -0.4340 -5.0603
C -1.4837 -0.8550 -3.7603
S 0.1561 -0.2478 -7.4248
O -0.4665 -1.2751 -8.2557
O -0.5177 1.0475 -7.4948
O 1.6055 -0.1734 -7.5770
H -0.2338 -2.7904 -1.4293
H -1.6770 -1.9451 -1.4359
H 1.3425 -2.6558 -3.2969
H 1.7169 -1.8887 -5.6311
H -1.9657 0.2167 -5.5602
H -2.3557 -0.5173 -3.2117
C -1.7137 -0.9161 1.4791
C -2.6625 -1.1437 2.2075
C -3.7646 -1.3887 3.0830
C -4.3196 -2.6644 3.2221
C -5.3939 -2.8802 4.0682
C -5.9396 -1.8308 4.7947
C -5.3960 -0.5597 4.6661
C -4.3219 -0.3389 3.8218
H -3.8952 -3.4813 2.6538
H -5.8112 -3.8759 4.1594
H -6.7812 -2.0014 5.4542
H -5.8132 0.2677 5.2271
H -3.8958 0.6504 3.7212
N -1.1150 1.2364 -1.4585
P -1.9143 2.5338 -1.5272
C -1.7634 3.3093 -3.1760
C -1.3946 2.4429 -4.2026
C -1.2659 2.8968 -5.5060
C -1.4809 4.2408 -5.7806
C -1.8269 5.1172 -4.7602
C -1.9752 4.6542 -3.4604
C -3.7274 2.3281 -1.3021
C -4.1520 1.8212 -0.0732
C -5.4898 1.5544 0.1566
C -6.4236 1.7832 -0.8481
C -6.0092 2.2656 -2.0787
C -4.6646 2.5358 -2.3059
C -1.5613 3.9046 -0.3595
C -0.2615 3.9750 0.1339
C 0.1057 5.0086 0.9826
C -0.8209 5.9722 1.3519
C -2.1245 5.8949 0.8802
C -2.4940 4.8639 0.0286
H -1.1979 1.4057 -3.9537
H -1.0027 2.2005 -6.2920
H -1.3745 4.6080 -6.7941
H -1.9791 6.1680 -4.9772
H -2.2495 5.3425 -2.6707
H -3.4157 1.6062 0.6942
H -5.8031 1.1541 1.1129
H -7.4718 1.5746 -0.6722
H -6.7315 2.4269 -2.8692
H -4.3418 2.9035 -3.2720
H 0.4515 3.1960 -0.1166
H 1.1179 5.0487 1.3651
H -0.5331 6.7767 2.0187
H -2.8550 6.6366 1.1815
H -3.5159 4.7996 -0.3275

Multiplicity: 1
Charge: -2
HOMO-LUMO gap in eV: 6.88

Here are the Mulliken charges for atoms 1 to 5, given in e: Hg 3.75; C -0.28; C 1.95; C -1.92; C -1.92


It is found that the energy above the lowest of the compared OMol25 structures with the same formula, charge and spin values, taken in the order of the records, are 87.9 8.6 kcal/mol.
It is found that the DFT total energy values, taken in the order of the records, are -73290.231 -142570.906 eV.